# C9H56NO20

A cluster of 20 separate species, C9H56NO20 in total in a non-equilibrium geometry (ωB97M-V with the def2-TZVPD basis set, the OMol25 dataset).

CARTESIAN COORDINATES (ANGSTROEM)
C 3.723 -11.381 -18.625
C 3.703 -12.539 -17.590
C 2.972 -11.883 -16.300
C 2.538 -12.888 -15.215
C 1.623 -13.974 -15.791
C 2.381 -14.697 -16.977
N 2.824 -13.718 -18.026
O 3.187 -14.260 -19.239
C 1.156 -15.648 -17.457
C 3.636 -15.538 -16.561
C 5.182 -12.867 -17.283
H 4.278 -11.732 -19.494
H 4.221 -10.596 -18.055
H 2.720 -11.035 -18.876
H 2.125 -11.340 -16.717
H 3.687 -11.145 -15.934
H 1.871 -12.305 -14.580
H 3.239 -13.203 -14.442
H 0.735 -13.526 -16.238
H 1.302 -14.573 -14.939
H 0.919 -16.322 -16.633
H 1.501 -16.389 -18.178
H 0.269 -15.056 -17.682
H 3.247 -16.339 -15.933
H 4.388 -15.104 -15.902
H 4.220 -15.996 -17.360
H 5.828 -11.998 -17.156
H 5.583 -13.570 -18.012
H 5.330 -13.292 -16.290
O 3.412 -8.071 -25.485
H 4.065 -7.596 -24.971
H 3.021 -8.686 -24.865
O 6.547 -15.175 -11.751
H 5.979 -15.345 -12.502
H 7.333 -15.695 -11.921
O 9.642 -8.914 -20.841
H 10.315 -9.356 -21.359
H 9.230 -8.304 -21.453
O 3.893 -22.347 -17.228
H 3.291 -22.333 -16.484
H 3.486 -21.772 -17.876
O 12.094 -15.690 -17.594
H 11.811 -16.596 -17.474
H 11.320 -15.239 -17.930
O -4.445 -15.222 -14.574
H -3.641 -15.720 -14.424
H -4.662 -14.854 -13.718
O -1.112 -7.161 -18.977
H -0.343 -6.852 -19.456
H -1.347 -7.984 -19.406
O 8.176 -19.958 -17.992
H 8.256 -19.600 -17.108
H 7.367 -20.468 -17.973
O -0.274 -7.852 -23.454
H -0.043 -6.925 -23.400
H -0.932 -7.896 -24.148
O 1.578 -12.339 -24.115
H 0.635 -12.497 -24.088
H 1.856 -12.388 -23.201
O -1.628 -11.587 -19.200
H -0.818 -12.034 -18.953
H -2.069 -11.414 -18.369
O 7.506 -7.594 -24.442
H 7.307 -8.530 -24.441
H 7.872 -7.428 -25.311
O 5.598 -4.694 -20.546
H 6.025 -4.737 -19.690
H 6.278 -4.954 -21.167
O 7.859 -16.754 -20.644
H 8.188 -17.379 -19.999
H 7.154 -16.290 -20.192
O 7.692 -6.684 -17.011
H 7.807 -7.455 -17.566
H 7.980 -6.967 -16.143
O 6.506 -13.086 -24.397
H 5.961 -13.079 -25.184
H 6.126 -13.773 -23.848
O -0.989 -16.249 -22.759
H -0.267 -16.167 -22.135
H -1.440 -17.052 -22.500
O 9.137 -18.115 -14.207
H 8.987 -19.044 -14.031
H 10.053 -17.970 -13.970
O 4.515 -19.933 -21.608
H 4.762 -19.021 -21.454
H 3.583 -19.895 -21.822

The calculation puts the electronic energy at -52678.70968 eV. Its spin multiplicity is 1. As for the charge: -1. The value obtained for the orbital gap is 3.30 eV. The relative energy (zero: lowest compared OMol25 entry of this formula, charge and spin) comes out at 578.6 kJ/mol.

# C9H5Cl5Cu2F18MgO18S6

A structure of composition C9H5Cl5Cu2F18MgO18S6 in a non-equilibrium geometry (ωB97M-V with the def2-TZVPD basis set, the OMol25 dataset).

CARTESIAN COORDINATES (ANGSTROEM)
Cu -1.490 2.197 2.392
Cu 0.727 0.736 -2.689
Mg 2.878 -0.525 1.223
C -3.645 0.005 -2.886
F -4.765 0.706 -2.950
F -3.284 -0.111 -1.606
F -3.818 -1.192 -3.406
S -2.343 0.969 -3.844
O -2.710 0.780 -5.222
O -2.439 2.335 -3.341
O -1.058 0.345 -3.474
C 0.211 5.201 -0.697
F 0.730 5.497 -1.878
F 1.128 5.329 0.240
F -0.803 6.015 -0.420
S -0.499 3.498 -0.780
O -1.796 3.669 -1.449
O 0.364 2.662 -1.576
O -0.659 3.036 0.584
C -1.206 -2.043 0.446
F -0.360 -2.922 0.949
F -1.535 -2.385 -0.791
F -2.302 -1.984 1.184
S -0.396 -0.341 0.439
O 0.900 -0.500 1.086
O -0.220 0.125 -0.924
O -1.273 0.503 1.215
C 2.664 3.155 3.569
F 3.899 3.053 4.044
F 1.962 3.978 4.331
F 2.718 3.618 2.325
S 1.794 1.509 3.587
O 0.496 1.858 3.010
O 2.563 0.656 2.663
O 1.771 1.039 4.941
C 1.994 -3.757 -1.899
F 1.922 -4.033 -3.177
F 0.782 -3.779 -1.351
F 2.747 -4.651 -1.261
S 2.768 -2.072 -1.667
O 1.782 -1.164 -2.259
O 2.847 -1.842 -0.213
O 4.037 -2.166 -2.320
C 4.209 3.140 -0.918
F 3.145 3.935 -0.977
F 5.134 3.532 -1.772
F 4.703 3.183 0.312
S 3.715 1.391 -1.357
O 4.895 0.787 -1.885
O 3.209 0.837 -0.093
O 2.585 1.497 -2.282
Cl -6.617 -3.786 1.973
C -5.590 -2.446 2.544
C -5.479 -1.382 1.476
Cl -4.675 0.064 2.135
H -4.604 -2.837 2.768
H -6.122 -2.018 3.389
H -6.431 -1.057 1.062
H -4.912 -1.744 0.617
C 1.205 -5.907 1.344
Cl 2.354 -7.140 0.835
Cl 1.096 -5.823 3.108
Cl -0.398 -6.280 0.642
H 1.496 -4.950 0.934

The calculation puts the electronic energy at -317531.99796 eV. Its spin multiplicity is 3. The value obtained for the orbital gap (alpha / beta) is 9.45 / 4.59 eV.

# C9H5Cl9Cr2O4

A structure of composition C9H5Cl9Cr2O4 in a non-equilibrium geometry (ωB97M-V with the def2-TZVPD basis set, the OMol25 dataset).

CARTESIAN COORDINATES (ANGSTROEM)
Cr 1.424 2.608 2.865
Cr 2.301 -3.975 -0.780
C 0.724 -0.146 -0.228
C 1.192 0.958 0.646
C 2.741 0.921 1.097
O 3.124 1.902 1.793
C 3.509 -0.219 0.630
C 2.994 -1.056 -0.312
C 1.571 -0.977 -0.848
O 1.031 -2.061 -1.410
O 3.719 -2.179 -0.471
O 0.519 1.847 1.143
H -0.332 -0.349 -0.330
H 4.392 -0.519 1.175
C -0.825 0.006 -3.892
Cl -1.013 -1.544 -4.793
Cl -2.430 0.452 -3.157
Cl -0.111 1.338 -4.874
H -0.188 -0.217 -3.036
C -2.106 -2.422 2.360
Cl -2.661 -1.217 1.118
Cl -0.318 -2.765 2.256
Cl -3.005 -3.962 2.117
H -2.394 -2.083 3.355
C -2.675 3.103 0.685
Cl -3.950 2.617 -0.450
Cl -3.067 2.477 2.319
Cl -2.403 4.856 0.666
H -1.762 2.606 0.356

The calculation puts the electronic energy at -187126.72465 eV. Its spin multiplicity is 9. As for the charge: +2. The value obtained for the orbital gap (alpha / beta) is 5.15 / 6.13 eV. The relative energy (zero: lowest compared OMol25 entry of this formula, charge and spin) comes out at 261.7 kJ/mol.

# C9H62NO23

A cluster of 23 separate species, C9H62NO23 in total in a non-equilibrium geometry (ωB97M-V with the def2-TZVPD basis set, the OMol25 dataset).

CARTESIAN COORDINATES (ANGSTROEM)
C 1.138 -1.785 0.466
C 0.198 -0.508 0.483
C 1.150 0.721 0.191
C 0.541 2.057 -0.179
C -0.311 1.811 -1.454
C -1.391 0.756 -1.124
N -0.876 -0.489 -0.541
O -1.816 -1.646 -0.591
C -1.976 0.542 -2.537
C -2.487 1.408 -0.211
C -0.416 -0.483 1.944
H 0.616 -2.680 0.805
H 2.077 -1.620 0.994
H 1.342 -1.913 -0.597
H 1.993 0.407 -0.425
H 1.542 0.905 1.191
H 1.411 2.644 -0.475
H 0.039 2.425 0.715
H 0.407 1.337 -2.123
H -0.718 2.759 -1.808
H -1.976 1.427 -3.174
H -3.029 0.262 -2.557
H -1.538 -0.284 -3.099
H -2.964 2.283 -0.652
H -2.123 1.717 0.769
H -3.304 0.746 0.075
H 0.057 0.276 2.567
H -0.209 -1.403 2.491
H -1.470 -0.207 1.913
O 3.845 4.536 0.629
H 4.334 4.080 1.314
H 2.962 4.627 0.986
O -0.024 -2.781 -2.620
H -0.476 -2.437 -1.850
H 0.231 -2.003 -3.116
O -2.258 -1.238 4.396
H -2.812 -0.798 5.040
H -2.836 -1.875 3.977
O -2.866 -4.913 -2.032
H -2.850 -3.965 -2.161
H -2.790 -5.027 -1.085
O 2.790 -2.827 -2.692
H 1.868 -3.074 -2.622
H 2.773 -1.911 -2.969
O 0.014 -0.962 5.650
H -0.870 -1.095 5.308
H 0.008 -0.065 5.986
O 1.381 -5.518 1.349
H 2.093 -5.152 1.874
H 0.652 -4.911 1.477
O -4.368 -1.710 1.568
H -3.551 -1.407 1.172
H -5.023 -1.073 1.283
O 1.970 2.890 3.212
H 2.027 2.003 2.857
H 1.712 3.431 2.465
O 1.499 5.090 1.592
H 0.976 5.131 0.791
H 0.984 5.573 2.239
O 2.347 4.247 -3.296
H 1.666 4.919 -3.316
H 2.252 3.834 -2.438
O -0.112 5.490 -0.648
H -1.040 5.265 -0.577
H 0.104 5.330 -1.567
O -1.870 -5.198 0.605
H -1.853 -4.241 0.624
H -2.707 -5.431 1.007
O -5.309 0.871 -4.134
H -4.356 0.964 -4.144
H -5.629 1.629 -4.622
O -3.739 4.044 -4.165
H -3.348 3.217 -4.447
H -4.301 3.806 -3.428
O 2.357 -0.499 4.004
H 1.428 -0.626 4.194
H 2.699 -0.041 4.773
O -0.424 -4.044 3.546
H -0.065 -4.768 4.060
H 0.319 -3.457 3.408
O -3.919 -2.452 -2.189
H -3.139 -2.148 -1.726
H -4.632 -2.335 -1.562
O 4.543 1.727 -1.569
H 3.904 1.348 -0.965
H 4.580 1.108 -2.298
O 4.755 0.224 2.513
H 4.050 -0.100 3.074
H 4.517 -0.072 1.634
O 1.723 0.011 -4.341
H 2.386 -0.273 -4.971
H 1.862 0.954 -4.255
O 4.633 -2.096 0.154
H 4.102 -2.381 -0.590
H 4.910 -2.909 0.576

The calculation puts the electronic energy at -58922.05736 eV. Its spin multiplicity is 1. As for the charge: -1. The value obtained for the orbital gap is 5.38 eV. The relative energy (zero: lowest compared OMol25 entry of this formula, charge and spin) comes out at 342.9 kJ/mol.

# C9H6Br4N2O5S

A structure of composition C9H6Br4N2O5S in a non-equilibrium geometry (ωB97M-V with the def2-TZVPD basis set, the OMol25 dataset).

CARTESIAN COORDINATES (ANGSTROEM)
O -0.342 2.699 -0.711
O 1.742 0.263 -1.650
O 1.113 -1.942 -2.198
Br -5.237 -0.023 0.523
Br -3.807 -2.824 1.008
Br -3.606 2.476 -0.986
Br -0.648 -3.477 -0.020
N 0.911 -0.519 1.820
O -0.413 1.901 -2.798
O 3.072 0.028 1.145
C -0.654 1.814 -1.463
C 1.931 -0.650 1.087
C -3.394 -0.220 -0.030
C -2.780 -1.459 0.160
C -2.696 0.834 -0.585
C -1.483 -1.719 -0.254
C -1.336 0.662 -0.923
C -0.736 -0.628 -0.717
N 1.851 -1.531 0.127
C 3.122 1.080 2.112
S 1.000 -0.898 -1.153
H 0.113 -1.089 1.555
H 0.067 2.760 -2.819
H 2.760 -1.708 -0.267
H 3.278 0.679 3.087
H 2.213 1.720 2.037
H 3.960 1.772 1.911

The calculation puts the electronic energy at -313650.17549 eV. Its spin multiplicity is 1. The value obtained for the orbital gap is 9.01 eV. The relative energy (zero: lowest compared OMol25 entry of this formula, charge and spin) comes out at 58.8 kJ/mol.

# C9H6BrN2O2

A cluster of 3 separate species, C9H6BrN2O2 in total in a non-equilibrium geometry (ωB97M-V with the def2-TZVPD basis set, the OMol25 dataset).

CARTESIAN COORDINATES (ANGSTROEM)
C 1.734 -0.419 -1.077
C 1.286 -1.701 -1.128
C 0.975 0.625 -0.647
C -0.038 -1.985 -0.929
C -0.384 0.413 -0.353
C -0.902 -0.931 -0.387
C -2.414 1.250 0.198
C 0.212 1.581 2.324
C -2.896 -0.008 0.430
N -1.123 1.513 -0.051
N -2.045 -1.352 0.105
O -0.013 0.515 2.639
O 0.502 2.635 2.054
Br 6.230 0.130 -0.044
H 2.744 -0.386 -1.265
H 2.096 -2.428 -1.495
H 1.254 1.644 -0.586
H -0.422 -2.977 -0.952
H -3.012 2.135 0.359
H -3.785 -0.255 0.807

The calculation puts the electronic energy at -86548.79383 eV. Its spin multiplicity is 1. As for the charge: -1. The value obtained for the orbital gap is 4.75 eV.

# C9H6Cl2InN2O4Ru

A structure of composition C9H6Cl2InN2O4Ru in a non-equilibrium geometry (ωB97M-V with the def2-TZVPD basis set, the OMol25 dataset).

CARTESIAN COORDINATES (ANGSTROEM)
In 1.339 -2.140 -2.111
Ru -0.572 0.834 1.712
Cl 1.942 0.068 -2.547
Cl -1.236 0.831 3.825
C -1.148 -0.615 0.842
C 3.869 -2.447 -1.828
C 1.164 -2.488 0.313
O -1.478 -1.551 0.182
O 4.779 -1.943 -1.327
O 1.297 -2.383 1.440
N -2.141 5.680 -2.456
C -1.094 5.706 -1.569
O -0.531 6.767 -1.299
C -0.642 4.398 -1.016
C -1.053 3.181 -1.584
C -0.760 1.995 -0.915
N -0.037 2.025 0.236
C 0.475 3.196 0.717
C 0.236 4.407 0.079
H -2.476 6.613 -2.679
H -2.790 4.902 -2.535
H -1.617 3.120 -2.511
H -1.088 1.011 -1.252
H 1.053 3.089 1.636
H 0.712 5.308 0.481

The calculation puts the electronic energy at -53348.72852 eV. Its spin multiplicity is 6. As for the charge: +4. The value obtained for the orbital gap (alpha / beta) is 4.88 / 4.58 eV. The relative energy (zero: lowest compared OMol25 entry of this formula, charge and spin) comes out at 156.0 kJ/mol.

# C9H6Cl2LuN2O4Sm

A structure of composition C9H6Cl2LuN2O4Sm in a non-equilibrium geometry (ωB97M-V with the def2-TZVPD basis set, the OMol25 dataset).

CARTESIAN COORDINATES (ANGSTROEM)
Lu -1.835 -0.771 -3.447
Sm 0.631 -0.167 0.815
Cl -1.504 -2.393 -1.809
Cl -0.596 1.141 -1.052
C 1.465 1.967 1.368
C -0.241 -1.939 -4.570
C -0.231 0.533 -4.636
O 1.844 3.045 1.544
O 0.711 -2.508 -4.940
O 0.694 1.035 -5.142
N -0.267 -0.666 6.847
C 0.038 -0.243 5.567
O 0.886 0.618 5.331
C -0.733 -0.922 4.447
C -1.623 -1.989 4.604
C -2.258 -2.565 3.500
C -1.974 -2.055 2.217
N -1.064 -1.059 1.996
C -0.476 -0.480 3.132
H 0.213 -0.162 7.586
H -0.973 -1.329 7.082
H -1.814 -2.372 5.617
H -2.945 -3.397 3.621
H -2.421 -2.462 1.328
H 0.183 0.428 2.934

The calculation puts the electronic energy at -97126.06482 eV. Its spin multiplicity is 6. As for the charge: +4. The value obtained for the orbital gap (alpha / beta) is 4.29 / 4.81 eV.

# C9H6FNO

A cluster of 2 separate species, C9H6FNO in total in a non-equilibrium geometry (ωB97M-V with the def2-TZVPD basis set, the OMol25 dataset).

CARTESIAN COORDINATES (ANGSTROEM)
C 0.252 -2.323 -0.227
C -0.974 -2.337 -0.881
C 0.780 -1.146 0.240
C -1.642 -1.108 -1.115
C 0.686 1.281 0.502
C 0.123 0.099 0.043
C -1.173 0.096 -0.668
C -1.688 2.512 -0.880
C 2.522 0.993 2.130
N -1.741 1.321 -0.889
O -2.018 3.620 -0.858
F 3.331 2.077 1.980
H 0.921 -3.269 -0.103
H -1.271 -3.197 -1.281
H 1.690 -0.936 0.637
H -2.484 -1.004 -1.680
H 0.811 2.214 0.074
H 1.875 1.109 2.975

The calculation puts the electronic energy at -15677.28164 eV. Its spin multiplicity is 1. The value obtained for the orbital gap (alpha / beta) is 6.42 / 7.36 eV. The relative energy (zero: lowest compared OMol25 entry of this formula, charge and spin) comes out at 647.9 kJ/mol.

# C9H6N2O

An isolated molecule of C9H6N2O in a non-equilibrium geometry (ωB97M-V with the def2-TZVPD basis set, the OMol25 dataset).

CARTESIAN COORDINATES (ANGSTROEM)
O 3.765 -1.522 0.317
C 3.398 -0.402 0.092
C 1.994 -0.164 -0.427
C 1.430 1.341 -0.071
C 0.113 1.656 -0.012
C -0.668 0.563 -0.326
C -2.035 0.569 -0.030
C -2.802 -0.475 0.240
C -2.204 -1.713 0.061
N -0.896 -1.856 -0.263
C -0.160 -0.761 -0.446
N 1.141 -1.223 -0.488
H 3.999 0.635 0.257
H 2.365 2.012 0.055
H -0.196 2.705 -0.105
H -2.420 1.660 0.264
H -3.946 -0.487 0.601
H -2.877 -2.538 0.281

The calculation puts the electronic energy at -14454.46401 eV. Its spin multiplicity is 1. The value obtained for the orbital gap is 8.50 eV. Its structure (SMILES) is O=Cc1ccc2cccnc2n1. The relative energy (zero: lowest compared OMol25 entry of this formula, charge and spin) comes out at 240.1 kJ/mol.

# C9H6N2O2S2

An isolated molecule of C9H6N2O2S2 in a non-equilibrium geometry (ωB97M-V with the def2-TZVPD basis set, the OMol25 dataset).

CARTESIAN COORDINATES (ANGSTROEM)
S 3.119 2.702 0.708
C 3.935 1.954 -0.486
N 3.654 0.701 -0.955
C 2.692 0.058 -0.511
C 1.753 -0.708 -0.242
C 0.823 -1.679 -0.154
S 1.071 -3.442 -0.500
C -0.531 -3.723 -0.027
N -1.277 -2.718 0.218
C -0.581 -1.519 0.141
C -1.249 -0.363 0.313
O -2.503 -0.240 0.716
C -2.878 1.114 0.515
C -1.574 1.888 0.072
O -0.650 0.813 0.088
H 4.704 2.529 -0.883
H -0.824 -4.797 -0.120
H -3.391 1.611 1.408
H -3.535 0.872 -0.354
H -1.500 2.455 -0.872
H -1.256 2.492 0.926

The calculation puts the electronic energy at -38171.13790 eV. Its spin multiplicity is 1. The value obtained for the orbital gap is 6.48 eV. Its structure (SMILES) is S=CN=C=C=c1scnc1=C1OCCO1. The relative energy (zero: lowest compared OMol25 entry of this formula, charge and spin) comes out at 107.8 kJ/mol.

# C9H6N4O5

An isolated molecule of C9H6N4O5 in a non-equilibrium geometry (ωB97M-V with the def2-TZVPD basis set, the OMol25 dataset).

CARTESIAN COORDINATES (ANGSTROEM)
C -2.126 0.732 -3.423
C -1.928 0.442 -1.941
O -2.892 0.234 -1.199
N -0.615 0.202 -1.463
N 0.512 0.253 -2.280
C 1.546 0.112 -1.503
C 1.075 -0.056 -0.208
C 1.843 -0.115 0.974
N 3.243 -0.050 1.092
O 3.774 -0.756 1.987
O 3.806 0.726 0.367
C 1.048 -0.328 2.150
C -0.312 -0.580 2.226
N -0.945 -0.758 3.440
O -2.144 -0.255 3.627
O -0.255 -1.320 4.341
C -0.991 -0.291 1.008
C -0.276 -0.041 -0.219
H -2.206 -0.181 -3.966
H -3.017 1.375 -3.575
H -1.273 1.193 -3.797
H 2.566 0.296 -1.849
H 1.631 -0.541 3.105
H -2.062 -0.294 1.105

The calculation puts the electronic energy at -25620.58828 eV. Its spin multiplicity is 1. The value obtained for the orbital gap is 7.96 eV. Its structure (SMILES) is CC(=O)n1ncc2c([N+](=O)[O-])cc([N+](=O)[O-])cc21.